DFT (ωB97M-V/def2-TZVPD) results for a single C7H11O5PS molecule at a distorted geometry.

Its LUMO energy is 0.02032 Eh. The value obtained for the energy relative to the best compared isomer or geometry (same formula, charge and spin) is 110.4 kJ/mol. As for the molar mass: 238.20 g mol⁻¹. As for the HOMO-LUMO gap: 0.34980 hartree. As for the SMILES: C#CCOS12(=O)O[P@@]1(=O)[C@]2(C)OCC.

Cartesian coordinates (Å):
O -2.42 1.08 -0.39
H 1.26 3.15 0.67
C 0.36 2.61 1.13
C -3.10 -3.65 -0.26
C 2.97 -0.98 -0.17
P -1.13 1.77 -1.50
H 3.95 -0.97 -0.55
H 2.25 1.00 -1.23
H 2.88 1.30 0.27
C -2.32 -2.77 -0.39
C -0.11 1.50 0.25
S -1.59 0.70 0.81
O 0.97 0.21 0.33
H -0.29 -1.84 -0.56
O -1.47 -0.86 0.84
H -0.59 3.25 1.25
C -1.35 -1.64 -0.41
C 2.21 0.46 -0.26
O -0.89 0.64 -2.37
O -2.09 1.16 2.06
H 0.79 2.29 2.00
H -3.86 -4.36 -0.38
H 3.06 -1.23 0.81
H -1.71 -1.03 -1.37
H 2.25 -1.80 -0.56

***

DFT (ωB97M-V/def2-TZVPD) results for C48H35F9N7OPRuS as an isolated structure at a distorted geometry.

As for the total charge: +1. Its LUMO energy (spin up / spin down) is -0.12138 / -0.15575 Eh. The value obtained for the energy relative to the best compared isomer or geometry (same formula, charge and spin) is 480.0 kJ/mol. As for the expectation value of S²: 8.8289. As for the molar mass: 1060.95 g mol⁻¹. As for the HOMO-LUMO gap (spin up / spin down): 0.23338 / 0.22013 hartree. Its multiplicity is 6.

Cartesian coordinates (Å):
C -0.44 3.87 4.80
C -2.94 3.99 2.64
H 3.48 -1.00 0.41
C 3.97 -2.25 -3.01
H 3.07 -5.34 -2.04
N 2.23 2.31 -0.02
H -3.15 0.12 0.83
C 3.01 -4.24 -2.06
C -2.96 1.12 1.12
H -0.77 -1.82 -2.83
O -0.21 3.08 0.15
N 1.80 2.67 1.27
H -3.19 -1.79 -0.80
H 4.44 3.76 1.29
F -3.26 -6.28 -0.08
H -2.14 4.63 5.88
H -3.82 4.81 4.45
H -0.42 -0.31 1.94
F 3.61 -1.30 5.33
H 4.34 2.35 -5.44
C -2.18 1.86 0.32
Ru 0.71 1.61 -1.55
F 4.32 -5.07 -4.68
F 5.49 -5.57 -3.07
H -3.52 4.76 2.07
H -2.01 -4.32 1.19
C -3.10 -5.48 -1.21
C 5.22 2.51 -2.23
H 6.35 2.71 -4.00
C 2.06 -2.06 -1.51
N -2.58 0.75 -1.52
C -1.58 3.91 1.91
C -3.71 1.53 2.31
H -4.30 0.74 2.72
C -2.16 -4.32 -0.98
H -4.58 2.71 3.59
C -1.65 3.24 0.53
N -4.26 -0.82 -3.15
F -2.76 -6.25 -2.24
F 2.47 0.48 5.77
C 3.98 -3.65 -2.82
C -0.99 -2.67 0.41
C 1.51 -0.77 1.02
C 3.44 -0.64 2.50
H 6.07 2.67 -1.59
H 4.37 2.08 1.68
N 2.83 2.16 -2.49
C 3.50 2.40 -0.20
H -1.97 3.89 -0.28
H 0.55 0.29 4.06
H 4.52 -0.76 2.55
H 0.22 3.96 5.68
C 2.99 -1.50 -2.39
H -6.65 -0.12 -2.59
C -6.38 -1.67 0.41
C -6.26 -0.64 -1.73
N -1.74 1.51 -1.02
C -0.27 3.27 2.45
C 2.87 -0.82 1.25
H 2.10 1.94 -4.42
C 2.61 -0.20 3.49
C 2.99 2.15 -3.78
C 4.53 2.73 0.84
F 5.97 -3.82 -4.11
H 4.59 -1.70 -3.74
F 4.38 0.65 4.80
C 3.90 2.33 -1.69
C 0.25 3.43 3.66
C 4.95 -4.51 -3.66
C -5.03 -2.01 0.40
C -1.74 -3.57 -2.09
H -4.54 -1.48 -3.85
C -6.99 -0.94 -0.57
C 0.57 2.96 1.29
H -8.03 -0.61 -0.42
H -0.64 -2.35 1.38
S -0.67 1.21 -3.55
H -7.00 -2.02 1.20
H 1.31 3.22 3.79
N -3.10 -0.33 -3.47
P 0.93 -0.83 -0.76
C -2.86 4.42 4.08
C -4.90 -1.02 -1.84
C -4.25 -1.63 -0.75
C -3.84 2.75 2.82
C -2.28 0.42 -2.86
C -1.76 -3.83 0.25
C 1.26 0.00 3.27
H 5.55 2.68 0.48
H -1.15 4.99 1.72
C 3.21 -0.09 4.86
C 4.23 2.26 -4.37
C -1.05 -2.37 -1.91
C 0.65 -0.38 2.04
C 2.06 -3.45 -1.40
H -4.53 -2.70 1.10
H 2.91 -0.50 -2.57
F -4.33 -5.02 -1.36
C -0.57 -1.90 -0.70
H -2.02 -3.91 -3.12
C -1.81 4.24 4.93
H 1.31 -3.94 -0.79
C 5.35 2.47 -3.61

***

DFT (ωB97M-V/def2-TZVPD) results for a single C5H6N2O molecule at a distorted geometry.

Its LUMO energy is 0.02795 Eh. The value obtained for the energy relative to the best compared isomer or geometry (same formula, charge and spin) is 444.6 kJ/mol. As for the molar mass: 110.12 g mol⁻¹. As for the HOMO-LUMO gap: 0.38643 hartree. As for the SMILES: C1Cc2nnoc2C1.

Cartesian coordinates (Å):
C -0.61 0.88 -0.15
H 0.89 -1.12 -1.61
N -2.17 1.62 1.36
O -1.88 0.15 1.42
C 0.72 0.88 -0.76
H 1.58 1.54 -0.19
C 0.05 -1.42 0.33
H -0.49 -2.47 0.07
C -0.89 -0.09 0.59
H 0.59 -1.67 1.30
H 0.54 1.25 -1.88
C 1.05 -0.60 -0.57
H 2.01 -0.96 -0.47
N -1.38 2.00 0.58

***

DFT (ωB97M-V/def2-TZVPD) results for a single CH4NOPS molecule at a distorted geometry.

Its LUMO energy (spin up / spin down) is 0.02628 / -0.08356 Eh. The value obtained for the energy relative to the best compared isomer or geometry (same formula, charge and spin) is 290.2 kJ/mol. As for the expectation value of S²: 2.0052. As for the molar mass: 109.09 g mol⁻¹. As for the HOMO-LUMO gap (spin up / spin down): 0.22536 / 0.27474 hartree. Its multiplicity is 3.

Cartesian coordinates (Å):
P -0.93 1.05 0.04
H -0.70 -1.64 -1.01
H -1.02 -1.53 0.66
H -0.98 1.10 -1.36
N 0.69 1.41 0.26
H 0.78 1.76 1.29
C -0.47 -1.09 -0.06
S 1.76 0.09 -0.24
O 0.85 -1.14 0.41